# C8H9O6PV

A molecular structure, C8H9O6PV at a distorted geometry (ωB97M-V with the def2-TZVPD basis set, the Open Molecules 2025 dataset).

⟨S²⟩: 3.7640
DFT total energy in eV: -55685.93086
Orbital gap (spin up / spin down) in eV: 7.72 / 6.45
ΔE to the lowest compared entry with this formula, charge and spin in kJ/mol: 0.0
Multiplicity: 4
HOMO energy (spin up / spin down) in eV: -17.00 / -17.00
Charge: +2
LUMO energy (spin up / spin down) in Ha: -0.34103 / -0.38766

Element x y z (Å)
1 O 0.000 -0.001 -5.798
2 C 0.000 -0.001 -4.635
3 V -0.007 0.023 -2.506
4 O -1.603 -2.702 -1.929
5 C -1.019 -1.719 -2.096
6 C 1.026 1.730 -2.109
7 O 1.606 2.706 -1.932
8 C -1.732 1.027 -2.114
9 O -2.708 1.604 -1.929
10 C 1.719 -1.020 -2.095
11 O 2.699 -1.602 -1.926
12 C -0.299 1.036 3.129
13 P -0.038 0.146 1.398
14 C 1.691 -0.078 1.750
15 C -1.403 -1.010 1.719
16 O -0.182 0.444 -0.069
17 H -1.257 1.549 3.297
18 H 0.558 1.650 3.447
19 H -0.286 0.124 3.813
20 H 1.906 -0.310 2.791
21 H 2.036 -0.817 1.033
22 H 2.216 0.903 1.505
23 H -2.208 -0.753 1.038
24 H -0.938 -1.951 1.445
25 H -1.776 -0.979 2.773

Atomic partial charges in e from the Mulliken method, atoms 1 to 6: O -0.107; C 0.435; V 0.378; O -0.104; C 0.369; C 0.427